(1)
A structure of composition C63H61N5O4SSiTl in a non-equilibrium geometry. Source: the OMol25 dataset; level of theory: ωB97M-V/def2-TZVPD.

CARTESIAN COORDINATES (ANGSTROEM)
Tl  -0.2395  0.2146  -0.3576
C  6.3214  -1.7502  -4.0882
C  6.0069  -2.3761  -2.8902
C  4.8359  -2.0530  -2.2213
C  3.9661  -1.0972  -2.7414
C  4.2911  -0.4684  -3.9391
C  5.4606  -0.7959  -4.6110
C  2.7258  -0.7370  -1.9921
C  2.7993  0.4530  -1.2402
C  4.0053  1.2278  -1.0350
C  3.6959  2.2210  -0.1663
C  2.3000  2.0635  0.1790
N  1.8000  1.0200  -0.5202
C  1.6171  2.8344  1.1433
C  0.3778  2.5337  1.7458
C  -0.2672  3.2908  2.7990
C  -1.4082  2.6311  3.1254
C  -1.4783  1.4603  2.2776
C  -2.4731  0.4656  2.3357
C  -3.6146  0.7316  3.2623
C  -4.7523  1.3728  2.7789
C  -5.8229  1.6398  3.6195
C  -5.7687  1.2667  4.9552
C  -4.6377  0.6297  5.4447
C  -3.5663  0.3645  4.6033
C  -2.5037  -0.7586  1.6396
N  -1.6598  -1.1345  0.6502
C  -1.9667  -2.3972  0.2589
C  -1.3016  -3.1499  -0.7299
C  -1.8512  -4.5141  -0.9949
C  -1.2858  -5.6312  -0.3852
C  -1.7974  -6.8993  -0.6189
C  -2.8810  -7.0697  -1.4683
C  -3.4521  -5.9617  -2.0776
C  -2.9427  -4.6930  -1.8400
C  -0.1361  -2.7931  -1.4372
C  0.6223  -3.6594  -2.3122
C  1.7456  -2.9842  -2.6652
C  1.6895  -1.6936  -2.0118
N  0.5175  -1.6120  -1.3396
C  -3.0959  -2.8513  1.0413
C  -3.4325  -1.8404  1.8821
N  -0.4041  1.4673  1.4530
C  2.3047  4.0754  1.5979
C  2.4795  5.1338  0.7078
C  3.0862  6.3119  1.1167
C  3.5430  6.4451  2.4203
C  3.3921  5.3901  3.3088
C  2.7756  4.2163  2.9015
H  7.2370  -2.0034  -4.6080
H  6.6775  -3.1132  -2.4663
H  4.5963  -2.5205  -1.2730
H  3.6247  0.2842  -4.3437
H  5.7028  -0.3006  -5.5433
H  4.9688  1.0010  -1.4614
H  4.3620  2.9517  0.2637
H  0.1149  4.2008  3.2311
H  -2.1340  2.8902  3.8799
H  -4.7917  1.6644  1.7357
H  -6.7011  2.1417  3.2324
H  -6.6044  1.4721  5.6124
H  -4.5892  0.3390  6.4870
H  -2.6796  -0.1306  4.9816
H  -0.4429  -5.4996  0.2837
H  -1.3469  -7.7549  -0.1310
H  -3.2774  -8.0603  -1.6524
H  -4.3001  -6.0856  -2.7400
H  -3.4003  -3.8326  -2.3124
H  0.3396  -4.6616  -2.5937
H  2.5468  -3.3279  -3.2996
H  -3.5536  -3.8247  0.9639
H  -4.2119  -1.8336  2.6277
H  2.1270  5.0340  -0.3114
H  3.1998  7.1305  0.4168
H  4.0142  7.3655  2.7418
H  3.7586  5.4807  4.3240
H  2.6642  3.3896  3.5931
C  0.0222  1.3429  5.2746
C  0.9248  0.1383  5.2377
C  2.2626  0.2690  4.8742
C  3.0886  -0.8375  4.8014
C  2.5730  -2.0881  5.1053
C  1.2485  -2.2425  5.4755
C  0.4289  -1.1259  5.5410
S  3.6120  -3.5100  4.8493
O  4.9451  -3.1913  5.2838
O  2.9520  -4.6539  5.4258
N  3.6365  -3.6779  3.2171
C  2.3274  -4.0407  2.6414
C  2.0187  -3.2217  1.3896
C  2.2385  -1.6986  1.6096
O  3.3852  -1.3743  2.0059
O  1.2744  -0.9249  1.4196
H  0.5947  2.2518  5.4604
H  -0.7331  1.2438  6.0551
H  -0.4903  1.4564  4.3150
H  2.6522  1.2472  4.6184
H  4.1224  -0.7557  4.4960
H  0.8774  -3.2328  5.7076
H  -0.6144  -1.2365  5.8143
H  3.8974  -2.7574  2.8074
H  1.5334  -3.8604  3.3737
H  2.3247  -5.1114  2.4238
H  0.9835  -3.3968  1.1093
H  2.6640  -3.5300  0.5614
C  -0.3339  1.0829  -3.8724
Si  -1.4618  1.3497  -2.3503
C  -3.1574  0.5187  -2.8228
C  -2.8726  -0.9434  -3.1760
C  -3.8402  1.1662  -4.0330
C  -4.1262  0.5376  -1.6327
C  -1.5794  3.2798  -2.1333
C  -2.1441  4.0132  -3.3550
C  -2.4190  3.6340  -0.8988
C  -0.1544  3.7919  -1.8968
H  -0.7295  1.5359  -4.7859
H  -0.1909  0.0155  -4.0592
H  0.6573  1.5055  -3.6876
H  -2.2315  -1.0314  -4.0563
H  -3.8150  -1.4612  -3.3943
H  -2.3858  -1.4591  -2.3488
H  -3.1508  1.2640  -4.8752
H  -4.2306  2.1543  -3.7908
H  -4.6857  0.5476  -4.3576
H  -3.6632  0.1147  -0.7364
H  -5.0197  -0.0560  -1.8617
H  -4.4522  1.5545  -1.4031
H  -3.2117  3.8323  -3.4738
H  -1.6389  3.7076  -4.2745
H  -2.0041  5.0948  -3.2382
H  -3.4726  3.3900  -1.0523
H  -2.3523  4.7082  -0.6881
H  -2.0682  3.0954  -0.0128
H  0.4820  3.6252  -2.7697
H  0.3036  3.2965  -1.0401
H  -0.1752  4.8700  -1.6947

Computed properties:
Relative energy (zero: lowest compared OMol25 entry of this formula, charge and spin), kJ/mol: 50.9
LUMO, eV: 0.9
Net charge: -1
HOMO level, Eh: -0.1687

=====

(2)
A cluster of 7 separate species, C63H69ClN5O29 in total in a non-equilibrium geometry. Source: the OMol25 dataset; level of theory: ωB97M-V/def2-TZVPD.

CARTESIAN COORDINATES (ANGSTROEM)
C  0.8010  5.9715  -0.0224
N  1.0093  4.8225  -0.9733
C  2.3025  5.0863  -1.7102
C  2.5016  6.5713  -2.2622
O  2.2555  6.7663  -3.4865
Cl  3.1255  8.0098  -1.3419
C  -0.1886  4.6182  -1.8429
C  -0.9363  5.8148  -2.5919
N  -1.8648  6.6364  -1.7276
C  -1.2851  4.0325  -0.7701
C  -2.7031  3.5644  -1.4267
C  -3.9603  4.3712  -0.7779
C  -5.1289  4.6372  -1.8597
O  -4.8562  4.9418  -3.0451
N  -6.5600  4.5390  -1.4102
C  -6.7562  3.0525  -1.2774
C  -6.6621  2.2513  -2.6271
C  -6.7956  0.7101  -2.6442
C  -7.0549  0.0051  -1.2669
C  -7.1649  0.8096  0.0701
C  -7.0266  2.3795  0.1030
C  -0.3193  2.8091  -0.2369
C  -1.0149  2.2936  1.1037
C  -0.5221  0.7757  1.4746
C  -1.7420  -0.2813  1.4738
C  -2.0874  -0.8295  -0.0140
C  -3.6312  -0.6251  -0.4439
N  -4.2366  -1.8014  -1.1430
C  1.1457  3.4752  -0.2490
C  1.6012  3.5122  1.3084
C  3.0418  4.1247  1.5929
O  4.1524  3.6511  1.2784
O  3.0970  5.3419  2.3896
C  2.1289  2.3528  -0.8269
C  1.8058  1.7353  -2.2631
O  1.0272  0.4859  -2.2087
C  3.2525  1.2461  -2.8692
N  3.1232  0.8728  -4.3076
H  0.4184  6.9339  -0.5154
H  1.8403  6.2629  0.3973
H  0.1021  5.7578  0.8481
H  3.2270  4.8646  -1.0472
H  2.4039  4.4027  -2.6377
H  -0.2096  3.7841  -2.6199
H  -0.2757  6.5546  -3.1550
H  -1.6152  5.3314  -3.3961
H  -1.6096  7.6284  -1.9100
H  -2.8160  6.5376  -2.1432
H  -1.6527  4.7403  0.0489
H  -2.9004  2.4565  -1.1481
H  -2.6732  3.6493  -2.5638
H  -3.6679  5.3899  -0.3533
H  -4.4364  3.7563  0.0717
H  -6.6458  4.9138  -0.4411
H  -6.4791  2.8153  -3.6042
H  -6.6854  0.1615  -3.6330
H  -7.1623  -1.1337  -1.2964
H  -7.3521  0.1985  1.0298
H  -7.0969  2.9853  1.0802
H  -0.5976  2.0006  -0.9930
H  -2.1410  2.1594  0.8584
H  -0.9858  3.0013  1.9973
H  0.1189  0.7465  2.4259
H  0.1828  0.4325  0.6193
H  -1.5088  -1.2065  2.1188
H  -2.6582  0.2628  1.8866
H  -1.4382  -0.2623  -0.7679
H  -1.8263  -1.9505  -0.1426
H  -4.2639  -0.2953  0.4547
H  -3.6515  0.2393  -1.2152
H  -3.7732  -1.9796  -2.0530
H  -4.2077  -2.6308  -0.5346
H  1.6212  2.4505  1.7688
H  0.8586  4.0943  1.9780
H  3.0071  5.0901  3.3428
H  2.0966  1.4683  -0.0803
H  3.2463  2.6558  -0.8556
H  1.4151  2.4625  -3.0523
H  0.5330  0.4473  -3.0572
H  3.7533  0.4564  -2.2162
H  3.9201  2.1932  -2.8455
H  2.4773  0.0718  -4.3960
H  2.6582  1.6524  -4.8173
C  -4.4848  -2.1739  -6.3158
C  -4.8890  -2.7982  -7.4248
C  -5.7401  -4.0212  -7.3614
O  -6.1060  -4.5539  -8.3934
C  -6.1011  -4.5395  -6.0374
C  -5.6937  -3.9167  -4.9295
C  -4.8661  -2.6793  -4.9940
O  -4.5275  -2.1269  -3.9590
O  -6.0191  -4.3875  -3.6928
O  -4.5410  -2.3425  -8.6583
H  -3.8690  -1.2849  -6.3478
H  -6.7040  -5.4371  -6.0044
H  -5.6094  -3.7641  -3.0608
H  -4.9561  -2.9619  -9.2910
C  2.1208  -3.5085  1.5029
C  1.2962  -3.3032  0.4739
C  0.3051  -4.3354  0.0540
O  -0.4457  -4.1055  -0.8790
C  0.2795  -5.6031  0.7906
C  1.1072  -5.8092  1.8178
C  2.0778  -4.7654  2.2527
O  2.8072  -4.9799  3.2080
O  1.0965  -6.9819  2.5093
O  1.3260  -2.1406  -0.2339
H  2.8431  -2.7672  1.8196
H  -0.4315  -6.3507  0.4654
H  1.7813  -6.8842  3.2006
H  0.6369  -2.2365  -0.9207
C  7.8031  -6.8610  2.2636
C  8.4645  -7.7092  3.0544
C  7.8653  -8.2184  4.3214
O  8.4905  -9.0064  5.0092
C  6.5305  -7.7372  4.6925
C  5.8706  -6.8862  3.9033
C  6.4589  -6.3989  2.6231
O  5.8194  -5.6358  1.9174
O  4.6316  -6.4286  4.2358
O  9.7140  -8.1448  2.7350
H  8.2257  -6.4860  1.3409
H  6.1142  -8.1002  5.6227
H  4.3694  -5.8294  3.5047
H  9.9728  -8.7465  3.4607
C  3.1846  -0.5733  6.1729
C  2.7765  -0.3663  7.4265
C  2.3127  -1.4910  8.2885
O  1.9646  -1.2664  9.4352
C  2.2905  -2.8369  7.7091
C  2.6951  -3.0449  6.4538
C  3.1849  -1.9239  5.6008
O  3.5644  -2.1505  4.4636
O  2.6762  -4.2898  5.9034
O  2.7681  0.8825  7.9703
H  3.5255  0.2337  5.5380
H  1.9349  -3.6408  8.3392
H  3.0167  -4.1784  4.9916
H  2.4343  0.7663  8.8820
C  3.7263  1.0583  -7.9287
C  4.7544  0.6013  -8.6471
C  5.5730  1.5128  -9.4972
O  6.5157  1.0656  -10.1250
C  5.1977  2.9306  -9.5442
C  4.1674  3.3850  -8.8279
C  3.3668  2.4779  -7.9573
O  2.4410  2.9317  -7.3003
O  3.8060  4.6985  -8.8637
O  5.0975  -0.7149  -8.6315
H  3.1256  0.4088  -7.3063
H  5.7882  3.5783  -10.1782
H  3.0389  4.7734  -8.2635
H  5.8691  -0.7896  -9.2274
C  -3.6863  -2.4515  9.4064
C  -2.6672  -2.9211  8.6834
C  -1.8457  -2.0222  7.8234
O  -0.9098  -2.4823  7.1906
C  -2.2067  -0.6019  7.7708
C  -3.2278  -0.1329  8.4911
C  -4.0321  -1.0268  9.3721
O  -4.9458  -0.5600  10.0294
O  -3.5760  1.1828  8.4502
O  -2.3360  -4.2419  8.7031
H  -4.2889  -3.0924  10.0361
H  -1.6138  0.0364  7.1294
H  -4.3389  1.2684  9.0558
H  -1.5695  -4.3267  8.1029

Computed properties:
LUMO, eV: -3.5
Net charge: +1
HOMO level, Eh: -0.3749

=====

(3)
A cluster of 8 separate species, C63H70Cl2IN8O17 in total in a non-equilibrium geometry. Source: the OMol25 dataset; level of theory: ωB97M-V/def2-TZVPD.

CARTESIAN COORDINATES (ANGSTROEM)
C  -0.5978  -3.0895  -1.6482
C  -0.2412  -2.1209  -1.0146
C  0.0514  -1.0748  0.0864
C  -1.1358  -0.4416  0.9221
Cl  -0.6720  1.1967  1.6732
C  -2.5154  -0.0822  0.2435
I  -3.7123  -1.8606  -0.2536
C  -2.4261  0.9573  -0.9465
C  -1.8982  0.3723  -2.3258
N  -1.1456  -1.3124  2.1494
C  0.2973  -1.5242  2.4954
C  0.2393  -2.6744  3.5873
C  -0.6207  -2.2993  4.8737
C  -0.1969  -0.9587  5.6031
C  1.3297  -0.8213  5.9125
O  2.1280  -1.7206  5.8984
O  1.7859  0.4638  6.2880
C  2.0837  1.2884  5.1352
C  3.5111  1.9493  5.3303
C  1.1108  -1.7436  1.1469
C  1.7016  -3.1592  0.8119
O  0.7880  -4.2477  1.0145
C  1.3724  -5.3354  1.7447
C  2.0658  -6.4151  0.7778
C  2.3120  -0.6723  1.0430
Cl  3.1833  -0.7627  -0.5646
C  3.4094  -0.8382  2.1783
C  4.2182  0.5280  2.2670
H  -0.6756  -3.8218  -2.4855
H  0.4731  -0.1950  -0.4935
H  -3.1302  0.4273  1.0514
H  -1.8364  1.8843  -0.7176
H  -3.4897  1.3037  -1.1329
H  -0.8415  0.7275  -2.4854
H  -2.0402  -0.7304  -2.4627
H  -2.5105  0.8712  -3.1420
H  -1.6591  -0.7162  2.8232
H  -1.7318  -2.1410  1.9357
H  0.8404  -0.7046  3.0558
H  1.3068  -2.9507  3.8331
H  -0.2261  -3.6287  3.1814
H  -1.6945  -2.1408  4.5277
H  -0.6693  -3.1843  5.5772
H  -0.7239  -0.9662  6.6114
H  -0.6191  -0.0489  5.0696
H  1.2770  2.0519  4.9056
H  2.1247  0.5994  4.2328
H  3.7333  2.2387  6.3904
H  4.2681  1.1791  5.0101
H  3.5772  2.8219  4.6200
H  2.0848  -3.2477  -0.2530
H  2.6261  -3.3147  1.4598
H  0.5037  -5.8950  2.2191
H  2.0406  -5.0297  2.5999
H  1.2095  -7.0578  0.4046
H  2.8186  -7.0523  1.3259
H  2.5051  -5.8987  -0.1181
H  1.9259  0.3868  1.1227
H  4.1562  -1.6157  1.8294
H  2.9887  -1.1682  3.1785
H  4.6551  0.7335  1.2428
H  5.0872  0.4852  2.9801
H  3.5430  1.4117  2.5011
C  5.4564  -4.1673  -0.4441
C  6.5162  -4.2147  -1.3388
C  7.5726  -5.0872  -1.1188
C  7.5526  -5.9113  -0.0002
C  6.4998  -5.8650  0.9043
C  5.4488  -4.9870  0.6784
N  8.6539  -6.8530  0.2227
O  9.5710  -6.8537  -0.5818
O  8.5863  -7.5836  1.1981
H  4.6295  -3.4869  -0.6228
H  6.5178  -3.5723  -2.2105
H  8.3949  -5.1160  -1.8227
H  6.4831  -6.5020  1.7800
H  4.6199  -4.9439  1.3763
C  9.0510  -10.0205  -1.8878
C  8.2339  -10.3988  -0.8321
C  7.1231  -11.1992  -1.0632
C  6.8453  -11.6183  -2.3587
C  7.6543  -11.2381  -3.4231
C  8.7613  -10.4344  -3.1829
N  5.6872  -12.4845  -2.6046
O  4.9882  -12.7824  -1.6502
O  5.4914  -12.8596  -3.7479
H  9.9203  -9.3994  -1.7002
H  8.4658  -10.0707  0.1746
H  6.4922  -11.4879  -0.2318
H  7.4383  -11.5584  -4.4348
H  9.4007  -10.1334  -4.0044
C  -8.9109  2.3892  -3.1633
C  -8.3385  2.9042  -2.0046
C  -6.9700  3.1175  -1.9433
C  -6.1838  2.8164  -3.0492
C  -6.7464  2.2949  -4.2084
C  -8.1162  2.0813  -4.2617
N  -4.7416  3.0648  -2.9961
O  -4.2748  3.5061  -1.9541
O  -4.0837  2.8212  -3.9939
H  -9.9828  2.2287  -3.2106
H  -8.9618  3.1424  -1.1506
H  -6.5366  3.5173  -1.0390
H  -6.1372  2.0553  -5.0708
H  -8.5665  1.6791  -5.1592
C  -3.1043  8.5906  0.3826
C  -3.9215  8.2171  1.4432
C  -5.0279  7.4108  1.2178
C  -5.3036  6.9796  -0.0739
C  -4.4968  7.3540  -1.1417
C  -3.3936  8.1637  -0.9087
N  -6.4563  6.1064  -0.3124
O  -7.1546  5.8095  0.6436
O  -6.6514  5.7199  -1.4536
H  -2.2371  9.2167  0.5632
H  -3.6940  8.5526  2.4484
H  -5.6530  7.1296  2.0567
H  -4.7113  7.0240  -2.1508
H  -2.7556  8.4595  -1.7332
C  -6.6091  3.3498  6.6864
C  -5.4098  4.0415  6.8137
C  -5.2387  5.2602  6.1711
C  -6.2776  5.7781  5.4075
C  -7.4765  5.0903  5.2687
C  -7.6392  3.8707  5.9120
N  -6.1108  7.0761  4.7482
O  -5.0347  7.6455  4.8768
O  -7.0588  7.5181  4.1112
H  -6.7420  2.4006  7.1943
H  -4.6088  3.6312  7.4175
H  -4.3008  5.7910  6.2770
H  -8.2865  5.4889  4.6704
H  -8.5713  3.3269  5.8133
C  -8.7510  8.3362  -5.9296
C  -8.6724  8.0861  -7.2950
C  -8.4303  6.7981  -7.7530
C  -8.2732  5.7682  -6.8339
C  -8.3427  6.0104  -5.4670
C  -8.5822  7.3014  -5.0167
N  -8.0422  4.4019  -7.3117
O  -7.9670  4.2236  -8.5135
O  -7.9420  3.5191  -6.4718
H  -8.9457  9.3427  -5.5752
H  -8.8031  8.8962  -8.0028
H  -8.3711  6.6141  -8.8185
H  -8.2158  5.2103  -4.7468
H  -8.6413  7.5013  -3.9531
C  9.3086  1.3064  -4.3640
C  9.3525  -0.0757  -4.2219
C  8.8212  -0.6749  -3.0881
C  8.2443  0.1202  -2.1050
C  8.2029  1.5028  -2.2356
C  8.7388  2.0949  -3.3710
N  7.6599  -0.5108  -0.9178
O  7.7298  -1.7260  -0.8265
O  7.1320  0.2137  -0.0892
H  9.7196  1.7712  -5.2535
H  9.7990  -0.6863  -4.9977
H  8.8609  -1.7524  -2.9875
H  7.7588  2.1262  -1.4696
H  8.7095  3.1721  -3.4848

Computed properties:
LUMO, eV: -2.8
Net charge: +1
HOMO level, Eh: -0.4033

=====

Which value of HOMO level does entry 3 give? -0.4033 Eh

=====

What is the formula in the third record? C63H70Cl2IN8O17

=====

Among the records above, which one has the highest HOMO level? C63H61N5O4SSiTl